1.
{
  "formula": "C34H69ClN10O13PS2",
  "method": "ωB97M-V with the def2-TZVPD basis set",
  "symbols": ["C", "N", "C", "C", "C", "P", "O", "O", "S", "C", "C", "O", "O", "C", "C", "C", "O", "C", "S", "N", "Cl", "H", "H", "H", "H", "H", "H", "H", "H", "H", "H", "H", "H", "H", "C", "O", "N", "C", "C", "H", "H", "H", "H", "H", "H", "H", "C", "O", "N", "C", "C", "H", "H", "H", "H", "H", "H", "H", "C", "O", "N", "C", "C", "H", "H", "H", "H", "H", "H", "H", "C", "O", "N", "C", "C", "H", "H", "H", "H", "H", "H", "H", "C", "O", "N", "C", "C", "H", "H", "H", "H", "H", "H", "H", "C", "O", "N", "C", "C", "H", "H", "H", "H", "H", "H", "H", "C", "O", "N", "C", "C", "H", "H", "H", "H", "H", "H", "H", "C", "O", "N", "C", "C", "H", "H", "H", "H", "H", "H", "H"],
  "positions_angstrom": [[-2.262, -2.473, 3.765], [-1.634, -1.166, 3.967], [-0.198, -1.146, 3.715], [0.168, -1.696, 2.361], [1.028, -2.750, 2.164], [1.823, -3.521, 3.621], [2.695, -4.779, 3.172], [0.677, -4.077, 4.567], [2.963, -2.235, 4.495], [1.285, -3.167, 0.880], [2.242, -4.314, 0.575], [3.403, -4.089, 0.351], [1.695, -5.548, 0.530], [0.707, -2.549, -0.215], [1.031, -3.003, -1.605], [2.119, -2.096, -2.212], [2.799, -1.408, -1.486], [-0.138, -1.507, 0.023], [-0.906, -0.691, -1.349], [-0.368, -1.103, 1.291], [-1.389, 0.239, 1.497], [-2.714, -2.528, 2.766], [-3.104, -2.537, 4.455], [-1.602, -3.326, 3.949], [-1.866, -0.796, 4.880], [0.115, -0.091, 3.712], [0.339, -1.611, 4.538], [3.578, -4.637, 3.550], [0.571, -5.045, 4.467], [0.736, -5.428, 0.500], [0.165, -2.950, -2.262], [1.384, -4.037, -1.612], [2.300, -2.080, -3.301], [-1.578, -1.734, -1.908], [7.401, -1.294, 0.940], [8.492, -0.890, 1.287], [6.453, -0.546, 0.344], [5.169, -1.099, -0.044], [6.731, 0.859, 0.085], [7.092, -2.344, 1.091], [5.035, -0.989, -1.117], [4.370, -0.563, 0.475], [5.115, -2.153, 0.216], [7.606, 0.948, -0.560], [6.944, 1.372, 1.022], [5.876, 1.325, -0.396], [-0.593, -7.538, 4.284], [-0.456, -6.699, 5.164], [-1.624, -7.584, 3.429], [-1.733, -8.610, 2.406], [-2.667, -6.574, 3.533], [0.140, -8.344, 4.127], [-1.759, -8.143, 1.419], [-2.651, -9.180, 2.555], [-0.884, -9.288, 2.455], [-2.233, -5.582, 3.396], [-3.119, -6.615, 4.524], [-3.428, -6.747, 2.777], [-3.219, 2.238, 6.101], [-2.843, 1.103, 6.340], [-3.259, 2.782, 4.873], [-3.709, 4.140, 4.621], [-2.828, 1.962, 3.764], [-3.560, 2.922, 6.894], [-4.567, 4.119, 3.947], [-2.903, 4.705, 4.153], [-3.997, 4.627, 5.550], [-3.450, 1.065, 3.716], [-1.793, 1.655, 3.925], [-2.906, 2.514, 2.828], [0.920, 0.356, -5.482], [-0.039, -0.370, -5.703], [1.856, 0.697, -6.377], [2.965, 1.569, -6.034], [1.753, 0.178, -7.732], [1.090, 0.803, -4.487], [2.941, 2.459, -6.665], [3.908, 1.043, -6.195], [2.901, 1.873, -4.992], [0.810, 0.496, -8.177], [1.771, -0.913, -7.710], [2.581, 0.543, -8.333], [-0.940, 3.093, -4.052], [0.176, 3.458, -3.721], [-1.899, 3.881, -4.555], [-3.204, 3.367, -4.926], [-1.619, 5.298, -4.734], [-1.250, 2.039, -3.956], [-3.382, 3.547, -5.987], [-3.977, 3.872, -4.343], [-3.259, 2.297, -4.735], [-0.771, 5.422, -5.407], [-1.363, 5.745, -3.773], [-2.490, 5.799, -5.148], [4.350, 3.713, -0.386], [5.458, 4.064, -0.034], [3.408, 4.522, -0.903], [2.103, 4.024, -1.302], [3.710, 5.934, -1.066], [4.016, 2.662, -0.306], [1.944, 4.214, -2.362], [1.327, 4.535, -0.727], [2.032, 2.953, -1.121], [4.573, 6.052, -1.722], [3.955, 6.371, -0.097], [2.854, 6.449, -1.494], [-1.719, 6.832, 2.544], [-2.363, 5.929, 2.038], [-2.188, 8.065, 2.790], [-1.368, 9.098, 3.397], [-3.565, 8.372, 2.435], [-0.667, 6.700, 2.848], [-1.823, 9.425, 4.333], [-1.290, 9.950, 2.720], [-0.369, 8.718, 3.603], [-4.240, 7.702, 2.969], [-3.710, 8.224, 1.365], [-3.793, 9.402, 2.695], [-2.560, -4.756, -2.627], [-2.448, -3.888, -1.766], [-3.575, -4.849, -3.486], [-3.650, -5.903, -4.484], [-4.642, -3.860, -3.422], [-1.807, -5.549, -2.757], [-3.674, -5.462, -5.481], [-4.556, -6.489, -4.329], [-2.786, -6.560, -4.409], [-4.229, -2.864, -3.582], [-5.106, -3.886, -2.436], [-5.389, -4.071, -4.182]],
  "forces_ev_per_angstrom": [[-0.5, 0.4, 0.2], [-0.1, -0.7, -0.5], [-0.6, 0.7, 0.8], [-0.3, 0.5, 1.4], [0.2, -1.1, 0.4], [1.6, 1.3, 2.0], [-0.9, -0.2, -0.4], [0.1, -0.4, -1.1], [-0.3, 0.0, -0.3], [0.5, -0.9, -0.5], [1.4, 0.4, -0.1], [-1.2, -0.5, 0.2], [-0.1, 0.7, -0.2], [0.4, -0.7, -0.2], [0.1, 0.4, -0.8], [0.6, 0.3, 1.0], [-0.7, -0.3, -0.7], [-0.8, 0.2, -1.4], [-0.3, 0.6, 0.0], [-0.4, 0.4, -0.5], [0.1, 0.2, -0.1], [0.2, -0.2, -0.1], [0.1, -0.2, 0.0], [0.0, 0.0, 0.0], [0.2, 0.2, 0.1], [0.2, -0.1, 0.0], [0.3, -0.2, -0.4], [0.1, 0.0, -0.1], [-0.5, -0.2, 0.6], [-0.1, -0.4, 0.2], [-0.1, -0.2, 0.1], [0.1, 0.1, -0.1], [-0.3, -0.3, 0.1], [0.3, -0.2, 0.5], [0.0, -0.1, 0.0], [0.0, 0.1, 0.0], [-0.1, -0.2, 0.0], [0.5, 0.4, 0.1], [0.2, -0.2, 0.1], [-0.1, 0.0, 0.0], [-0.1, 0.0, 0.0], [-0.1, -0.1, -0.1], [0.0, 0.0, 0.0], [0.0, 0.1, 0.0], [0.0, 0.1, -0.1], [0.0, 0.0, 0.0], [0.1, -0.2, 0.0], [0.1, 0.3, -0.3], [0.0, 0.0, -0.1], [-0.2, 0.2, 0.1], [0.1, 0.0, 0.2], [0.0, 0.0, 0.0], [0.0, -0.1, 0.0], [0.0, -0.1, -0.1], [0.0, 0.0, 0.0], [-0.1, 0.0, 0.0], [0.0, 0.1, 0.0], [0.0, -0.1, 0.0], [0.0, 0.1, 0.1], [0.1, -0.2, -0.1], [-0.1, 0.2, 0.1], [0.1, -0.2, -0.1], [0.0, -0.1, 0.1], [0.0, 0.0, 0.0], [0.0, 0.1, 0.0], [-0.1, 0.1, -0.1], [0.0, -0.1, 0.1], [0.1, -0.1, -0.1], [0.0, -0.1, -0.1], [0.0, 0.1, 0.1], [0.0, 0.1, 0.3], [0.0, -0.1, 0.0], [0.1, 0.0, 0.0], [-0.1, -0.1, -0.2], [-0.2, -0.1, 0.1], [0.0, 0.1, 0.0], [0.1, 0.0, 0.1], [0.0, 0.1, 0.0], [-0.1, 0.0, 0.0], [0.0, -0.1, -0.1], [0.0, 0.0, -0.1], [0.0, 0.0, 0.1], [0.0, -0.3, 0.0], [0.0, 0.1, -0.1], [-0.1, 0.0, 0.0], [0.1, 0.2, 0.0], [0.2, -0.1, 0.1], [-0.1, 0.0, -0.1], [-0.1, -0.1, 0.0], [-0.1, -0.1, -0.1], [0.1, 0.0, 0.0], [0.0, 0.1, 0.0], [0.0, 0.1, 0.0], [0.0, -0.1, 0.0], [0.0, 0.0, 0.0], [0.0, 0.1, 0.0], [-0.1, -0.2, 0.0], [0.2, 0.4, 0.0], [0.2, -0.1, 0.1], [-0.1, 0.0, 0.0], [-0.2, -0.1, 0.0], [-0.1, -0.1, -0.1], [0.1, 0.0, 0.0], [0.0, 0.1, 0.0], [0.0, 0.1, -0.1], [0.0, -0.1, 0.0], [0.1, 0.0, 0.0], [-0.1, 0.0, 0.0], [0.1, 0.1, 0.1], [-0.3, 0.0, -0.1], [0.1, -0.2, -0.1], [0.0, 0.0, 0.0], [0.1, 0.1, 0.0], [0.1, 0.0, 0.1], [0.0, 0.0, 0.0], [-0.1, 0.0, 0.0], [-0.1, 0.0, 0.0], [0.1, 0.0, 0.0], [0.0, -0.1, -0.1], [0.2, 0.2, 0.0], [0.0, -0.1, 0.0], [-0.2, 0.2, 0.0], [0.1, 0.1, 0.2], [0.0, 0.0, 0.0], [0.0, -0.1, 0.0], [0.0, -0.1, -0.1], [0.0, 0.0, 0.0], [-0.1, 0.0, 0.0], [0.0, 0.1, 0.0], [0.0, -0.1, 0.0]],
  "lowdin_charge": [-0.103, -0.135, -0.206, -0.212, -0.129, 0.224, -0.173, -0.170, 0.403, -0.033, -0.498, 0.174, 0.151, -0.174, -0.092, -0.177, 0.053, -0.515, 0.884, -0.338, 0.908, 0.076, 0.094, 0.055, 0.098, 0.129, 0.068, 0.084, 0.059, 0.128, 0.088, 0.132, 0.141, -0.090, -0.363, 0.016, -0.191, -0.075, -0.031, 0.130, 0.075, 0.085, 0.066, 0.098, 0.099, 0.057, -0.332, 0.002, -0.192, -0.047, -0.024, 0.142, 0.086, 0.095, 0.088, 0.073, 0.103, 0.091, -0.343, 0.002, -0.189, -0.042, -0.093, 0.137, 0.096, 0.068, 0.087, 0.087, 0.063, 0.083, -0.378, -0.018, -0.191, -0.044, -0.034, 0.122, 0.093, 0.091, 0.083, 0.094, 0.092, 0.088, -0.349, -0.008, -0.191, -0.049, -0.032, 0.126, 0.093, 0.091, 0.083, 0.094, 0.094, 0.088, -0.368, 0.018, -0.196, -0.060, -0.038, 0.120, 0.065, 0.090, 0.078, 0.094, 0.092, 0.085, -0.363, -0.015, -0.197, -0.051, -0.035, 0.135, 0.092, 0.092, 0.084, 0.090, 0.094, 0.088, -0.347, -0.040, -0.188, -0.040, -0.025, 0.136, 0.096, 0.095, 0.086, 0.093, 0.096, 0.092],
  "spin_multiplicity": 1,
  "homo_lumo_gap_ev": 6.0,
  "total_energy_ev": -121372.1106,
  "homo_ev": -10.015,
  "total_charge": 1,
  "lumo_energy_ev": -3.970
}

---

2.
{
  "formula": "C3H5NS",
  "method": "ωB97M-V with the def2-TZVPD basis set",
  "symbols": ["C", "C", "C", "N", "S", "H", "H", "H", "H", "H"],
  "positions_angstrom": [[1.748, 0.641, -0.342], [0.419, 0.308, -0.475], [-0.103, -0.884, 0.210], [-1.266, -1.091, 0.517], [-2.343, 0.313, 0.272], [1.977, 1.455, -1.011], [2.397, 0.149, 0.287], [-0.007, 1.205, -0.794], [0.517, -1.749, 0.412], [-3.340, -0.345, 0.924]],
  "forces_ev_per_angstrom": [[-3.8, 0.1, -2.0], [4.6, -0.4, 2.1], [2.4, 0.8, -1.5], [-4.6, 0.8, 1.1], [-0.2, -1.6, 0.6], [0.9, 0.4, 0.6], [1.8, -1.2, 0.8], [-2.2, 0.4, -1.2], [0.8, 0.2, -0.2], [0.3, 0.5, -0.4]],
  "nbo_charge": [-0.304, -0.303, 0.039, -0.469, 0.084, 0.199, 0.192, 0.233, 0.195, 0.133],
  "smiles": "C=C/C=N\\S",
  "spin_multiplicity": 1,
  "e_above_lowest_ev": 2.082,
  "homo_lumo_gap_ev": 9.4,
  "total_energy_ev": -15514.7904,
  "homo_ev": -8.991,
  "total_charge": 0,
  "lumo_energy_ev": 0.395
}

---

3.
{
  "formula": "CH3OPS",
  "method": "ωB97M-V with the def2-TZVPD basis set",
  "symbols": ["C", "O", "P", "S", "H", "H", "H"],
  "positions_angstrom": [[1.151, 0.009, -0.067], [-2.366, 0.379, 0.286], [-2.859, -0.876, -0.256], [-0.259, 1.030, 0.612], [1.668, -0.470, 0.751], [1.896, 0.769, -0.621], [0.768, -0.841, -0.704]],
  "forces_ev_per_angstrom": [[0.2, 1.4, -1.0], [-0.6, 1.1, 0.4], [-0.8, -1.7, -0.8], [2.3, 0.1, -0.1], [0.2, 0.0, 0.3], [-1.8, -2.0, 0.9], [0.4, 1.2, 0.2]],
  "nbo_charge": [-0.785, -0.929, 0.977, 0.074, 0.212, 0.232, 0.221],
  "spin_multiplicity": 1,
  "e_above_lowest_ev": 3.163,
  "homo_lumo_gap_ev": [7.1, 6.6],
  "total_energy_ev": -23253.6803,
  "homo_ev": [-8.366, -8.053],
  "total_charge": 0,
  "lumo_energy_ev": [-1.236, -1.486]
}